<one>
ORCA calculation (ωB97M-V with the def2-TZVPD basis set) on a cluster of 3 separate species, C6H12N2O in total.

HOMO level (alpha / beta)	-0.262 / -0.210	hartree
frontier orbital gap (alpha / beta)	7.866 / 5.846	eV
LUMO (alpha / beta)	0.7418 / 0.1303	eV

The geometry in XYZ format:
```
21
C6H12N2O (ωB97M-V with the def2-TZVPD basis set)
C -2.3438 0.5273 0.5198
C -2.8119 -0.8786 0.6387
C -0.1046 0.1037 -0.1638
C 2.4344 0.1403 0.2284
N -0.1001 -0.6879 -1.2203
N 2.5750 -1.1981 -0.2142
C -0.0317 0.6654 0.9147
C 3.2306 1.1099 -0.2248
O -2.7501 1.1219 -0.6563
H -2.5190 2.0578 -0.6429
H -2.4393 1.1565 1.4032
H -0.3084 -0.2361 -2.1017
H 0.7792 -1.2352 -1.2198
H 2.4770 -1.8728 0.5337
H 3.4288 -1.3975 -0.7458
H 0.1192 1.2846 1.7638
H -2.4477 -1.4810 -0.1962
H -2.4543 -1.3178 1.5698
H -3.9092 -0.9230 0.6289
H 4.1306 0.9081 -0.8224
H 3.0454 2.1525 0.0072
```

Results of the Mulliken charge analysis, in e, for atoms 1 through 4: C -0.29; C -1.04; C 0.35; C 0.11

***

<two>
ORCA calculation (ωB97M-V with the def2-TZVPD basis set) on a cluster of 2 separate species, C6H12N2O in total.

HOMO level	-0.257	hartree
frontier orbital gap	7.528	eV
LUMO	0.5427	eV

The geometry in XYZ format:
```
21
C6H12N2O (ωB97M-V with the def2-TZVPD basis set)
C -0.7986 -0.6152 -0.4538
C 0.1873 0.3500 -1.1511
C -0.1595 -1.7193 0.4025
C -1.6740 0.2888 0.3368
C 1.8308 0.5996 0.1244
N -2.9386 0.5233 -0.0495
N 1.3375 1.0820 1.2197
C 2.9311 0.0840 -0.3831
O -1.2479 0.9225 1.3647
H -1.4143 -1.0961 -1.2191
H -3.4416 1.2956 0.3591
H -3.3085 0.0820 -0.8731
H -0.0396 1.0008 1.4020
H 1.7185 1.9854 1.4815
H 0.2706 0.1317 -2.2161
H -0.0493 1.4032 -1.0280
H 0.5537 -2.2683 -0.2110
H 0.3961 -1.3036 1.2406
H -0.9184 -2.4051 0.7868
H 3.8069 -0.0223 0.2456
H 2.9579 -0.3189 -1.3790
```

Results of the Mulliken charge analysis, in e, for atoms 1 through 4: C 0.71; C -1.51; C -1.53; C 0.28

***

Compare the structures above. Which one is the least stable? <one> is.